Entry from the Open Molecules 2025 dataset: C20H17MnO2PS5Sb as an isolated structure (the ωB97M-V functional and the def2-TZVPD basis).

Energy relative to the best compared isomer or geometry (same formula, charge and spin) ... 0.000 eV
Energy ... -4646.61534 a.u.
Highest occupied orbital energy (spin up / spin down) ... -2.2 / -2.2 eV
Multiplicity ... 5
F_max ... 0.10 eV/A
Net charge ... -2
E_LUMO (spin up / spin down) ... 4.31 / 4.32 eV

The geometry in XYZ format:
```
47
Properties=species:S:1:pos:R:3:forces:R:3
Mn -1.473 -0.132 1.327 0.02 -0.01 0.03
S 1.754 1.815 4.594 0.02 0.00 0.03
Sb 0.036 0.347 4.295 -0.02 -0.01 0.08
S 0.368 -1.036 2.365 0.04 -0.05 -0.02
S -1.785 1.340 3.100 -0.06 0.08 -0.03
S -0.675 -0.862 6.078 0.02 0.01 0.02
O -4.232 1.877 -0.991 0.02 0.00 -0.01
C -3.230 1.612 -0.339 -0.04 -0.02 -0.02
O -3.083 0.574 0.405 -0.01 0.01 0.04
C -2.041 2.584 -0.379 0.02 0.01 0.01
P -0.447 1.684 -0.349 0.01 -0.01 -0.05
C -0.141 1.271 -2.100 0.05 0.00 0.01
C -1.180 1.076 -3.006 -0.02 -0.01 0.01
C -0.911 0.650 -4.302 -0.02 0.01 0.02
C 0.394 0.416 -4.708 0.01 0.00 0.00
C 1.436 0.602 -3.807 0.00 -0.02 -0.02
C 1.169 1.018 -2.513 -0.01 -0.02 0.01
C 0.765 3.009 -0.033 -0.03 0.02 0.02
C 1.330 3.065 1.236 -0.03 -0.01 0.01
C 2.218 4.082 1.565 -0.01 0.00 -0.01
C 2.556 5.038 0.620 -0.01 -0.01 0.00
C 1.998 4.986 -0.655 0.01 0.01 0.01
C 1.104 3.979 -0.978 -0.01 -0.01 -0.02
H -2.048 3.131 0.569 -0.01 0.00 0.00
H -2.148 3.290 -1.202 0.01 -0.01 -0.01
H -2.208 1.239 -2.706 0.00 0.01 0.01
H -1.732 0.494 -4.991 0.00 0.00 0.00
H 0.599 0.079 -5.717 0.00 0.00 0.00
H 2.458 0.409 -4.110 0.00 0.00 0.00
H 1.984 1.142 -1.809 0.00 0.01 0.00
H 1.079 2.329 1.993 0.03 0.01 -0.03
H 2.629 4.100 2.567 0.01 -0.01 0.00
H 3.253 5.830 0.872 0.00 0.00 0.00
H 2.258 5.735 -1.394 0.00 0.00 0.00
H 0.669 3.937 -1.971 0.01 0.00 0.00
S -1.642 -1.870 -0.270 0.03 -0.02 -0.07
C -0.147 -2.810 -0.345 -0.04 0.02 0.00
C 0.710 -2.659 -1.438 0.00 0.01 0.00
C 1.866 -3.418 -1.549 0.01 -0.01 0.00
C 2.192 -4.345 -0.567 0.00 0.00 0.00
C 1.349 -4.500 0.525 -0.01 0.00 0.00
C 0.192 -3.743 0.637 0.01 -0.02 0.00
H 0.456 -1.931 -2.199 0.00 0.02 -0.01
H 2.518 -3.276 -2.404 0.00 0.00 0.00
H 3.100 -4.932 -0.646 0.00 0.00 0.00
H 1.600 -5.208 1.307 0.00 0.00 0.00
H -0.454 -3.850 1.497 0.01 -0.01 -0.01
```
Forces are in eV/Å.

Entry from the Open Molecules 2025 dataset: C5H6FO5Tl as an isolated structure in a non-equilibrium geometry (the ωB97M-V functional and the def2-TZVPD basis).

Energy relative to the best compared isomer or geometry (same formula, charge and spin) ... 0.000 eV
Energy ... -841.83637 a.u.
Highest occupied orbital energy ... -17.9 eV
F_max ... 6.90 eV/A
Net charge ... +2
E_LUMO ... -14.98 eV

The geometry in XYZ format:
```
18
Properties=species:S:1:pos:R:3:forces:R:3
Tl 1.035 0.285 -2.455 0.07 -0.20 0.92
C 4.437 -2.902 -1.007 2.06 -2.85 -0.43
C 3.483 -1.770 -1.478 -3.64 5.40 -2.27
O 3.324 -0.709 -0.867 1.03 -1.56 1.37
O 2.968 -2.005 -2.601 0.93 -2.04 0.76
H 5.388 -2.478 -0.678 -0.40 0.72 0.27
H 4.675 -3.538 -1.860 -0.23 0.18 -0.14
H 3.908 -3.548 -0.300 -0.49 0.64 0.25
C -3.323 2.581 1.258 -0.34 -0.74 -0.02
C -3.471 1.141 1.745 -0.24 1.03 0.65
O -2.251 0.541 1.310 0.21 -0.16 -0.36
C -1.758 1.270 0.297 -1.61 0.60 0.98
O -0.768 0.945 -0.316 1.02 -0.52 -1.04
O -2.479 2.369 0.119 1.38 0.02 -0.83
F -4.523 0.567 1.131 0.20 -0.38 -0.09
H -2.808 3.227 1.969 -0.12 0.03 -0.05
H -4.271 2.973 0.905 0.06 0.16 0.14
H -3.565 1.052 2.826 0.10 -0.33 -0.10
```
Forces are in eV/Å.

Entry from the Open Molecules 2025 dataset: a 21-piece molecular cluster, H43O21 overall in a non-equilibrium geometry (the ωB97M-V functional and the def2-TZVPD basis).

Energy relative to the best compared isomer or geometry (same formula, charge and spin) ... 5.781 eV
Energy ... -1605.46868 a.u.
Highest occupied orbital energy ... -13.2 eV
F_max ... 5.82 eV/A
Net charge ... +1
E_LUMO ... -2.54 eV

The geometry in XYZ format:
```
64
Properties=species:S:1:pos:R:3:forces:R:3
O 4.337 -0.434 2.481 -1.58 -0.64 -0.30
H 4.926 0.075 2.984 1.13 1.12 1.47
H 4.848 -0.636 1.708 0.65 0.19 -0.61
O -1.358 1.540 -1.579 2.32 -0.22 -1.30
H -1.458 1.157 -2.483 -0.82 0.01 0.36
H -0.374 1.633 -1.640 -0.90 0.35 0.74
O -3.615 -2.255 1.722 3.04 2.87 1.15
H -3.270 -2.943 2.226 -0.62 -2.38 0.39
H -4.241 -1.941 1.143 -2.39 -0.62 -1.64
O -2.865 0.376 0.272 -0.23 0.38 -1.56
H 4.291 -2.058 -0.572 0.45 0.08 -0.17
H -3.211 1.859 -3.203 0.08 -0.32 -1.01
O -1.070 -1.224 -4.082 -3.49 -1.02 0.21
H -2.037 -1.592 -3.911 2.84 1.38 -0.80
H -0.614 -1.659 -3.375 0.80 -0.39 0.73
O 4.728 -1.550 0.142 1.07 0.29 -1.97
H -2.247 1.081 -0.061 -0.46 -1.09 1.01
H 4.167 -1.673 0.860 -1.74 -0.77 1.87
O 3.685 -2.539 -2.019 -4.55 1.90 3.09
H 4.172 -3.015 -2.594 2.37 -2.64 -3.12
H 2.696 -2.732 -2.156 2.23 0.41 -0.15
O 1.129 1.358 0.890 1.90 0.88 1.87
H 0.722 0.672 0.358 0.58 -0.81 0.15
H 1.857 0.944 1.465 -1.58 0.40 -1.77
O 0.876 -0.778 -0.517 -1.25 -0.62 1.34
H 1.693 -0.873 -0.987 -0.18 0.16 -1.20
H 0.099 -0.528 -1.025 0.48 -0.29 -0.88
O -1.619 -0.677 2.747 0.67 -0.61 -1.72
H -0.806 -0.872 2.211 -0.33 0.25 0.97
H -2.261 -1.170 2.160 -0.01 0.29 1.06
O 2.721 0.489 -2.182 2.99 1.08 -0.29
H 3.577 0.850 -2.587 -1.91 -0.29 0.36
H 3.179 0.056 -1.440 -0.27 0.01 0.17
O 0.624 -4.450 -1.579 -0.16 -0.12 -2.05
H -0.116 -4.458 -2.262 1.43 -0.08 1.32
H 1.423 -4.730 -2.100 -1.21 0.21 0.72
O -1.209 4.237 2.863 0.53 -1.75 0.28
H -0.296 4.488 2.425 -1.16 -0.61 0.35
H -1.271 3.100 2.926 2.38 2.16 0.29
O -2.420 3.678 0.635 0.01 -0.58 3.76
H -3.139 3.099 0.438 -0.82 -0.47 -1.01
H -1.859 4.308 2.149 -0.66 0.60 -1.03
O -4.293 2.257 -1.164 0.32 -0.25 -0.30
H -3.743 1.576 -1.624 -0.99 0.43 1.34
H -2.086 4.091 -0.101 0.70 1.19 -3.02
O 0.981 -2.089 1.931 3.31 0.67 3.48
H -2.880 0.194 1.200 0.66 0.54 0.75
O -0.419 -4.157 2.918 -3.29 -1.16 1.85
H -0.855 -3.443 3.427 0.33 -0.65 -0.27
H 0.292 -3.719 2.561 2.45 1.44 -1.16
O 0.842 4.808 1.254 0.23 0.51 0.60
H 1.755 5.150 1.339 -0.74 -0.43 -0.27
H 0.765 4.237 0.486 0.43 -0.24 -0.08
O -2.895 1.089 -3.719 0.01 0.36 1.70
H -4.684 1.826 -0.382 0.32 -0.24 -0.77
H -3.107 1.261 -4.621 -0.27 0.27 -1.10
O 1.878 -1.521 -3.563 -1.25 -0.97 -0.52
H 2.603 -0.980 -3.815 1.29 0.78 0.37
H 1.328 -1.403 -4.335 -0.83 -0.30 -0.35
O -0.326 1.935 3.038 -3.40 0.16 1.12
H 0.604 1.859 2.903 0.50 -0.66 -0.57
H -0.897 1.124 3.062 1.42 0.01 -0.19
H 0.763 -2.603 1.171 0.67 -0.77 -1.06
H 1.888 -2.344 2.467 -3.47 0.61 -2.66
```
Forces are in eV/Å.

Entry from the Open Molecules 2025 dataset: a 6-piece molecular cluster, C27H41N2O16 overall in a non-equilibrium geometry (the ωB97M-V functional and the def2-TZVPD basis).

Energy ... -2366.57351 a.u.
Highest occupied orbital energy ... 0.9 eV
F_max ... 3.40 eV/A
Net charge ... -3
E_LUMO ... 5.73 eV

The geometry in XYZ format:
```
86
Properties=species:S:1:pos:R:3:forces:R:3
O 0.912 1.662 -0.336 0.34 -0.48 -0.65
H 1.067 0.905 0.317 -0.18 -0.05 0.71
H 0.027 1.464 -0.818 -0.73 -0.19 0.26
H 0.856 2.541 0.086 0.16 -0.05 0.11
C 2.831 -0.196 2.853 -0.70 -0.65 -0.54
C 1.639 -0.793 2.378 -0.30 1.95 0.99
C 1.089 -2.042 3.112 1.62 -1.23 0.25
O 0.100 -2.634 2.691 -0.58 0.39 -0.08
C 1.917 -2.578 4.195 -1.98 1.76 -2.13
C 3.151 -2.036 4.515 0.44 -2.19 2.34
C 3.704 -0.847 3.743 1.09 0.01 -1.38
O 4.932 -0.587 3.730 -0.34 -0.13 0.85
O 3.829 -2.611 5.431 0.35 1.18 -0.63
O 0.945 -0.189 1.518 -0.10 -0.75 -0.58
H 3.173 0.647 2.260 0.25 0.08 0.14
H 1.381 -3.361 4.711 0.65 -0.29 0.35
C -2.541 1.664 -3.945 1.83 -0.77 1.53
C -3.867 1.235 -3.945 0.25 0.61 -2.16
C -4.432 0.638 -2.660 -1.40 0.25 1.70
O -5.648 0.360 -2.556 0.23 -0.13 -0.86
C -3.623 0.556 -1.493 1.15 0.49 -0.71
C -2.271 0.938 -1.493 -0.06 -0.17 -0.59
C -1.691 1.612 -2.791 -1.92 0.88 -0.44
O -0.641 2.277 -2.711 0.69 -0.63 0.49
O -1.481 0.824 -0.529 0.42 0.43 0.00
O -4.553 1.422 -4.990 -0.52 -0.66 1.00
H -2.020 2.004 -4.832 -0.49 0.29 -0.24
H -4.087 0.278 -0.557 -0.02 -0.22 0.00
C -7.036 -4.047 1.153 0.29 -0.06 0.60
O -5.877 -3.514 1.736 0.18 -0.32 0.50
C -5.276 -2.399 1.072 0.13 -0.10 0.21
C -4.491 -2.837 -0.140 -0.97 0.38 -1.80
N -3.262 -3.489 0.209 -0.87 0.78 0.60
C -2.524 -4.203 -0.814 -0.68 -0.25 1.81
C -2.112 -3.258 -1.933 0.32 -1.13 -0.20
O -1.339 -2.198 -1.471 -0.70 -0.83 -0.88
C 0.082 -2.280 -1.492 -0.81 2.03 1.14
H -7.393 -4.756 1.904 -0.20 -0.12 -0.18
H -6.843 -4.589 0.223 -0.05 0.13 -0.13
H -7.814 -3.287 1.012 0.04 0.09 -0.22
H -4.568 -1.975 1.789 -0.17 0.07 0.08
H -6.093 -1.693 0.897 0.34 0.25 -0.52
H -4.353 -2.017 -0.854 0.35 0.38 0.52
H -5.197 -3.445 -0.752 0.14 -0.52 0.15
H -3.446 -3.900 1.113 0.87 -0.73 -0.20
H -3.107 -5.078 -1.158 -0.09 0.14 -0.69
H -1.698 -4.661 -0.262 0.45 0.28 -0.39
H -3.013 -2.909 -2.441 0.04 0.44 0.12
H -1.616 -3.911 -2.669 0.35 0.28 -0.16
H 0.186 -1.494 -0.735 1.23 -0.37 0.15
H 0.505 -1.831 -2.396 -0.04 -0.61 -0.32
H 0.550 -3.202 -1.145 -0.26 -0.18 -0.17
C -0.618 2.519 2.515 -0.13 -1.12 -0.17
O -0.397 3.471 1.492 0.48 0.36 0.46
C 0.464 4.511 1.889 -0.43 0.19 0.04
C 1.010 5.136 0.626 1.07 0.32 -0.22
N 1.936 4.197 -0.040 0.00 0.40 0.17
C 2.271 4.629 -1.405 -0.30 -0.06 0.65
C 3.099 3.617 -2.144 -0.08 -0.52 0.64
O 4.397 3.530 -1.553 0.17 0.52 -0.65
C 5.260 2.790 -2.369 0.73 -0.80 0.06
H -1.046 1.644 2.022 -0.18 0.09 0.04
H -1.287 2.862 3.312 -0.02 0.31 -0.12
H 0.313 2.153 2.963 0.14 0.26 -0.04
H 1.269 4.155 2.544 0.18 -0.28 -0.27
H -0.068 5.243 2.516 -0.17 0.17 -0.20
H 1.604 6.037 0.847 -0.38 0.28 0.32
H 0.228 5.450 -0.065 -0.21 -0.32 0.08
H 2.818 4.352 0.439 -0.04 -0.78 0.36
H 2.843 5.559 -1.262 -0.21 0.28 -0.83
H 1.328 4.749 -1.942 0.13 0.27 -0.14
H 3.157 3.911 -3.197 0.12 -0.12 -0.06
H 2.647 2.628 -2.018 -0.28 0.07 -0.44
H 5.484 3.208 -3.360 -0.33 0.55 0.05
H 4.919 1.768 -2.571 -0.35 0.01 0.27
H 6.218 2.690 -1.856 -0.05 0.09 0.15
C 5.167 -1.415 0.591 -0.21 -0.82 0.22
C 4.206 -2.616 0.549 1.09 0.39 0.87
O 3.125 -2.173 -0.235 -0.55 0.59 -0.45
C 3.375 -0.917 -0.721 0.52 -0.80 -0.42
O 2.683 -0.270 -1.438 -0.24 -0.32 0.18
O 4.638 -0.565 -0.418 0.34 0.68 0.35
H 6.155 -1.765 0.292 0.16 0.43 0.02
H 5.168 -0.972 1.588 0.09 0.44 -0.19
H 3.901 -2.850 1.570 -0.37 -0.20 -0.17
H 4.774 -3.443 0.114 -0.72 -0.32 -0.31
```
Forces are in eV/Å.

Entry from the Open Molecules 2025 dataset: a single C24H22F2N4O molecule (the ωB97M-V functional and the def2-TZVPD basis).

Structure (SMILES) ... CCn1nc(C)cc1C(=O)N1CCc2c([nH]c3ccccc23)[C@@H]1c1cc(F)ccc1F
Energy ... -1421.79213 a.u.
Highest occupied orbital energy ... -8.0 eV
F_max ... 0.74 eV/A
E_LUMO ... 0.59 eV

The geometry in XYZ format:
```
53
Properties=species:S:1:pos:R:3:forces:R:3
C -2.253 -3.971 -0.512 -0.22 0.12 0.09
C -3.428 -3.286 0.179 0.13 -0.70 0.05
N -3.481 -1.885 -0.146 0.32 0.51 0.33
N -4.330 -1.437 -1.057 -0.57 -0.13 -0.46
C -4.119 -0.135 -1.173 0.26 -0.07 0.20
C -4.913 0.714 -2.101 0.00 -0.04 0.04
C -3.076 0.261 -0.322 0.10 -0.28 0.10
C -2.673 -0.900 0.320 -0.51 0.28 -0.30
C -1.705 -1.162 1.406 0.05 -0.01 0.15
O -2.037 -1.769 2.412 -0.05 -0.11 0.01
N -0.435 -0.708 1.241 0.12 0.08 0.06
C 0.494 -1.041 2.321 0.10 -0.16 0.57
C 1.831 -0.302 2.254 -0.13 0.00 -0.26
C 2.361 -0.457 0.872 -0.48 -0.01 -0.24
C 1.489 -0.421 -0.177 0.17 -0.19 0.56
N 2.150 -0.629 -1.357 -0.25 0.02 -0.24
C 3.479 -0.800 -1.077 0.44 -0.06 0.36
C 4.550 -1.036 -1.927 0.03 -0.01 -0.09
C 5.798 -1.182 -1.359 -0.02 -0.01 -0.15
C 5.982 -1.097 0.024 0.16 -0.02 0.17
C 4.927 -0.863 0.875 -0.02 -0.01 -0.07
C 3.652 -0.710 0.330 -0.02 0.04 -0.44
C 0.031 -0.136 -0.009 0.04 0.14 -0.53
C -0.139 1.374 -0.052 0.01 0.18 -0.32
C -0.383 2.131 1.084 -0.04 0.22 -0.09
C -0.486 3.507 0.979 0.06 -0.07 -0.17
F -0.722 4.223 2.093 -0.01 0.01 0.00
C -0.359 4.169 -0.229 -0.05 -0.07 0.29
C -0.123 3.421 -1.369 0.03 -0.31 -0.05
C -0.015 2.048 -1.263 -0.07 0.20 0.32
F 0.209 1.328 -2.387 -0.02 -0.10 -0.05
H -2.267 -5.036 -0.295 0.05 -0.12 0.02
H -2.315 -3.832 -1.589 0.01 0.00 -0.09
H -1.310 -3.560 -0.157 0.13 0.00 0.02
H -4.372 -3.717 -0.158 0.08 0.11 0.09
H -3.341 -3.388 1.264 -0.11 0.03 -0.17
H -5.623 0.093 -2.639 -0.07 0.02 -0.07
H -5.455 1.477 -1.545 -0.07 0.06 -0.04
H -4.258 1.213 -2.813 -0.04 0.04 -0.07
H -2.702 1.254 -0.180 0.09 0.17 0.06
H 0.686 -2.121 2.284 -0.02 0.12 0.08
H -0.022 -0.836 3.263 0.09 -0.08 -0.11
H 1.697 0.758 2.491 0.03 -0.01 0.13
H 2.509 -0.729 2.993 -0.06 0.01 0.05
H 1.739 -0.599 -2.275 0.03 0.04 0.09
H 4.408 -1.101 -2.996 0.02 -0.02 -0.12
H 6.652 -1.365 -1.993 0.06 -0.01 -0.07
H 6.977 -1.218 0.426 0.08 -0.01 0.04
H 5.076 -0.797 1.942 0.05 0.01 0.11
H -0.541 -0.571 -0.840 0.13 0.09 0.18
H -0.520 1.658 2.043 -0.02 -0.05 0.12
H -0.449 5.242 -0.270 -0.01 0.11 0.02
H -0.025 3.889 -2.335 0.02 0.04 -0.11
```
Forces are in eV/Å.

Entry from the Open Molecules 2025 dataset: C14H19AlBeCaCl2FMgO15P as an isolated structure in a non-equilibrium geometry (the ωB97M-V functional and the def2-TZVPD basis).

Energy ... -4168.76900 a.u.
Highest occupied orbital energy ... -12.3 eV
F_max ... 5.34 eV/A
Net charge ... +2
E_LUMO ... -11.28 eV

The geometry in XYZ format:
```
56
Properties=species:S:1:pos:R:3:forces:R:3
O -0.254 -1.170 0.271 -2.88 -1.79 1.54
C 0.483 -0.482 -0.237 4.56 0.36 -2.75
O 0.272 0.941 -0.507 0.90 3.53 1.82
C 1.554 1.454 -0.254 4.01 -1.74 -0.11
O 1.948 2.510 0.350 -2.84 -1.49 -2.40
C 2.605 0.498 -0.783 -2.08 -1.19 0.23
C 4.049 0.787 -1.216 -1.13 0.81 -0.33
C 4.060 1.384 -2.686 0.75 0.25 0.36
C 5.541 1.261 -3.264 -0.72 0.32 -0.24
O 6.510 1.170 -2.235 -0.23 -0.38 -0.03
C 1.919 -0.703 -0.757 0.96 -0.03 -0.97
C 2.458 -2.094 -1.136 0.64 0.30 1.64
C 2.797 -2.831 0.242 -0.78 0.52 0.56
C 3.554 -1.898 1.233 0.52 0.71 -0.04
O 4.195 -2.640 2.258 -0.33 -0.16 -0.46
H 4.466 1.579 -0.557 -0.08 -0.90 -0.17
H 4.645 -0.145 -1.185 -0.30 0.69 0.15
H 3.835 2.480 -2.670 -0.21 -0.75 0.18
H 3.314 0.867 -3.325 0.56 0.29 0.24
H 5.556 0.348 -3.895 0.48 0.45 0.61
H 5.794 2.131 -3.910 -0.46 -0.56 0.22
H 6.553 1.982 -1.710 0.03 -0.07 -0.43
H 1.716 -2.678 -1.715 0.44 0.40 0.31
H 3.435 -2.018 -1.666 -0.95 0.25 -0.01
H 1.813 -3.076 0.696 0.76 -0.31 -0.16
H 3.403 -3.745 0.094 -0.46 0.50 -0.11
H 2.891 -1.145 1.729 0.04 -0.50 -0.57
H 4.318 -1.300 0.663 -0.45 -0.46 0.34
H 4.498 -2.047 2.959 -0.08 -0.14 -0.26
Ca 0.269 3.556 -1.132 -0.65 0.94 0.65
C -1.313 8.054 -1.425 1.29 0.83 -3.47
O -1.773 8.924 -0.656 -1.51 -0.94 1.87
O -0.962 6.877 -1.031 -0.81 -2.28 2.36
O -1.145 8.181 -2.666 -0.16 0.45 0.05
Al -2.753 7.165 0.310 1.33 1.07 -0.78
C -3.526 -0.150 1.924 -1.17 -1.12 0.65
O -2.583 0.465 1.376 -0.12 1.14 -0.38
O -3.286 -1.488 2.059 0.52 0.76 -0.28
O -4.606 0.281 2.344 0.69 0.45 -0.52
H -2.403 -1.437 1.643 0.08 -1.22 0.09
Cl -4.570 -5.052 5.518 -0.04 0.07 -0.09
C -4.634 -4.137 4.001 0.47 -0.78 0.23
C -6.054 -3.990 3.465 -0.87 1.28 -0.20
Cl -6.689 -5.546 2.905 -0.98 -1.28 -0.61
H -3.981 -4.629 3.282 -0.07 0.04 -0.01
H -4.228 -3.144 4.209 -0.36 0.10 -0.21
H -6.060 -3.313 2.611 0.15 -0.09 -0.03
H -6.731 -3.593 4.219 0.07 -0.21 0.09
O -2.857 -0.948 -2.284 0.08 0.42 0.33
P -3.763 0.266 -2.321 -0.08 -2.15 -0.51
O -4.593 0.260 -3.593 -0.29 0.95 0.41
O -2.916 1.586 -2.281 -2.16 4.16 0.26
O -4.701 0.274 -1.114 -0.45 1.28 0.03
Be -4.588 2.599 -2.224 3.15 -4.27 0.00
F -8.845 -6.338 1.980 1.64 0.96 0.78
Mg 1.365 3.855 2.094 -0.44 0.50 0.14
```
Forces are in eV/Å.